# 1
Entry from the Open Molecules 2025 dataset: C28H36CaN5OS3 as an isolated structure at a distorted geometry (ωB97M-V/def2-TZVPD).

Last column: Löwdin charge in e.
Cartesian coordinates (Å):
Ca (0.098, 1.036, 0.234)  1.2048
C (-2.968, -2.740, -4.258)  -0.0628
C (-2.365, -2.430, -2.923)  -0.2754
C (-1.196, -3.108, -2.499)  -0.0158
C (-0.499, -2.714, -1.360)  -0.0110
C (-1.022, -1.701, -0.573)  -0.3340
N (-0.175, -1.196, 0.419)  -0.1264
C (0.331, -1.947, 1.489)  -0.2675
C (-0.450, -2.865, 2.207)  -0.0143
C (0.032, -3.471, 3.358)  -0.0436
C (1.303, -3.222, 3.900)  -0.2624
C (1.741, -3.932, 5.173)  -0.0465
C (2.134, -2.371, 3.139)  0.0126
C (1.643, -1.808, 1.974)  -0.1608
N (2.628, -1.029, 1.266)  -0.1072
C (3.887, -1.468, 0.913)  -0.0314
C (4.590, -0.380, 0.427)  -0.0267
C (3.617, 0.693, 0.436)  -0.1343
N (2.490, 0.274, 1.044)  -0.0195
C (-2.218, -1.058, -0.894)  -0.1693
C (-2.901, -1.418, -2.117)  0.0279
N (-2.896, -0.128, -0.047)  -0.1014
C (-4.153, -0.301, 0.410)  -0.0440
C (-4.499, 0.843, 1.108)  -0.0304
C (-3.339, 1.661, 1.026)  -0.1363
N (-2.345, 1.064, 0.344)  -0.0192
H (-2.216, -3.150, -4.942)  0.0765
H (-3.365, -1.849, -4.816)  0.0944
H (-3.751, -3.497, -4.216)  0.0815
H (-0.788, -3.818, -3.177)  0.1024
H (0.445, -3.126, -0.977)  0.1320
H (-1.471, -3.019, 1.808)  0.1282
H (-0.570, -4.110, 3.982)  0.1085
H (2.357, -3.244, 5.829)  0.1012
H (2.312, -4.805, 4.922)  0.0730
H (0.895, -4.251, 5.735)  0.0591
H (3.162, -2.194, 3.495)  0.1328
H (4.186, -2.487, 1.043)  0.1285
H (5.601, -0.379, 0.151)  0.0821
H (3.737, 1.804, 0.238)  0.1234
H (-3.772, -0.865, -2.440)  0.1187
H (-4.629, -1.227, 0.179)  0.1324
H (-5.455, 0.922, 1.695)  0.1231
H (-3.126, 2.640, 1.341)  0.0933
C (2.215, 4.628, -2.287)  -0.5771
C (0.729, 4.932, -2.202)  -0.4702
S (-0.456, 3.745, -1.387)  0.8297
C (-1.406, 3.045, -2.719)  -0.5560
C (-0.637, 2.098, -3.681)  -0.4796
S (0.127, 0.729, -2.751)  0.8562
C (1.892, 0.783, -3.246)  -0.5004
C (2.749, 1.875, -2.671)  -0.5275
S (2.734, 3.499, -3.548)  0.8878
H (2.634, 4.392, -1.304)  0.0790
H (2.739, 5.581, -2.544)  0.0920
H (0.354, 5.179, -3.186)  0.0843
H (0.637, 5.765, -1.579)  0.0423
H (-1.903, 3.839, -3.296)  0.0915
H (-2.213, 2.477, -2.267)  0.0565
H (0.112, 2.636, -4.273)  0.0574
H (-1.334, 1.652, -4.401)  0.0792
H (1.971, 0.687, -4.313)  0.0807
H (2.224, -0.161, -2.853)  0.0652
H (3.825, 1.560, -2.597)  0.0880
H (2.473, 2.099, -1.589)  0.0440
C (-1.023, 0.385, 4.419)  -0.0661
C (-0.861, 1.696, 3.693)  -0.2299
O (-0.004, 1.539, 2.486)  -0.2822
H (-1.640, 0.501, 5.301)  0.0866
H (-0.076, -0.047, 4.730)  0.0807
H (-1.462, -0.304, 3.727)  0.0673
H (-0.406, 2.501, 4.311)  0.1243
H (-1.840, 2.053, 3.255)  0.1093
H (0.823, 1.007, 2.721)  0.0906

As for the net charge: +1. The value obtained for the relative energy (zero: lowest compared OMol25 entry of this formula, charge and spin) is 7.91 kcal/mol. The calculation puts the molar mass at 594.91 g/mol. As for the energy: -3309.61713 a.u. The value obtained for the HOMO energy is -0.3488 hartree. Its HOMO-LUMO gap is 7.50 eV. The LUMO energy is -1.99 eV.

---

# 2
Entry from the Open Molecules 2025 dataset: a 2-piece molecular cluster, C10H31BN2O3PS overall at a distorted geometry (ωB97M-V/def2-TZVPD).

Last column: Löwdin charge in e.
Cartesian coordinates (Å):
C (1.316, -1.085, -0.928)  -0.1312
C (0.962, 0.393, -0.888)  -0.2896
C (0.581, 0.979, -2.248)  -0.2999
C (-0.327, 0.137, -3.136)  -0.4039
P (-2.151, 0.007, -2.487)  0.4281
S (-3.001, 1.173, -4.383)  0.2862
C (-3.905, -0.085, -1.646)  -0.3855
C (-4.035, 0.932, -0.540)  -0.3468
O (-4.939, 0.555, 0.527)  -0.1104
B (-2.532, -1.710, -3.431)  -0.7519
N (-1.574, -2.771, -3.528)  0.1451
O (-3.782, -1.967, -4.007)  0.0287
H (0.419, -1.631, -1.217)  0.0363
H (1.653, -1.480, 0.030)  0.0467
H (2.072, -1.294, -1.686)  0.0737
H (1.781, 0.965, -0.444)  0.0893
H (0.114, 0.516, -0.211)  0.0851
H (0.065, 1.926, -2.059)  0.0832
H (1.491, 1.250, -2.794)  0.0951
H (0.117, -0.847, -3.291)  0.0428
H (-0.356, 0.618, -4.112)  0.0296
H (-1.944, 1.320, -1.859)  -0.0140
H (-1.638, -0.700, -1.281)  0.0120
H (-3.336, 2.346, -3.845)  -0.2806
H (-4.006, -1.083, -1.209)  0.0638
H (-4.676, 0.086, -2.392)  0.0463
H (-3.051, 1.129, -0.100)  0.0810
H (-4.423, 1.868, -0.932)  0.1067
H (-4.499, -0.151, 0.995)  0.0559
H (-1.925, -3.628, -3.935)  0.0607
H (-0.967, -2.935, -2.740)  0.0522
H (-4.166, -2.729, -3.573)  0.0756
C (3.004, -0.507, 5.057)  -0.0749
C (2.696, -0.624, 3.567)  -0.4361
C (3.528, 0.314, 2.684)  -0.2065
O (3.110, 1.664, 2.710)  -0.1862
C (3.599, 2.439, 3.782)  -0.1140
N (1.258, -0.443, 3.361)  0.0500
H (2.568, 0.395, 5.486)  0.0621
H (2.579, -1.356, 5.592)  0.0724
H (4.080, -0.490, 5.241)  0.0746
H (2.947, -1.644, 3.258)  0.1338
H (3.405, -0.007, 1.647)  0.1147
H (4.599, 0.251, 2.928)  0.1180
H (4.618, 2.143, 4.055)  0.0875
H (2.960, 2.371, 4.667)  0.0738
H (3.614, 3.478, 3.452)  0.0862
H (1.039, -0.633, 2.386)  0.0622
H (1.058, 0.547, 3.477)  0.0722

As for the net charge: -1. The calculation puts the molar mass at 301.22 g/mol. As for the energy: -1499.23002 a.u. The value obtained for the HOMO energy is -0.1247 hartree. Its HOMO-LUMO gap is 5.89 eV. The LUMO energy is 2.50 eV.

---

# 3
Entry from the Open Molecules 2025 dataset: C12H14BF3N6O2Sn as an isolated structure at a distorted geometry (ωB97M-V/def2-TZVPD).

Last column: Löwdin charge in e.
Cartesian coordinates (Å):
H (1.581, 3.729, -0.208)  0.1288
N (0.525, 2.093, -1.101)  -0.1149
B (-0.219, 0.422, -3.012)  -0.4326
N (0.067, 1.840, -2.387)  0.0042
C (0.337, 2.933, -3.151)  -0.0045
Sn (0.543, 0.956, 0.900)  1.6378
H (0.075, 2.924, -4.193)  0.1403
C (0.987, 3.873, -2.371)  0.0052
H (1.344, 4.834, -2.686)  0.1221
C (1.103, 3.318, -1.092)  -0.0856
H (0.346, 0.466, -4.105)  0.1268
C (-1.791, -3.242, 2.487)  -0.0403
H (-1.109, -3.839, 3.103)  0.0294
H (-1.276, -2.334, 2.165)  -0.0174
H (-2.069, -3.837, 1.611)  0.0236
N (-1.679, 0.044, -3.507)  0.0138
N (0.599, -0.605, -2.150)  0.0085
N (-2.678, -0.441, -2.675)  0.1716
N (0.991, -0.492, -0.817)  -0.1127
C (-2.135, 0.060, -4.793)  0.0579
C (1.382, -1.542, -2.736)  -0.0041
H (-1.504, 0.413, -5.597)  0.1544
H (1.273, -1.746, -3.789)  0.1440
C (-3.443, -0.420, -4.811)  0.1100
C (2.287, -2.024, -1.799)  0.0058
C (-3.743, -0.697, -3.449)  -0.0400
C (2.013, -1.355, -0.606)  -0.0929
H (-4.080, -0.565, -5.664)  0.1414
H (3.066, -2.741, -1.966)  0.1223
H (-4.670, -1.057, -3.032)  0.1335
H (2.531, -1.437, 0.349)  0.1322
H (-2.667, -3.004, 3.059)  0.0152
F (3.211, 2.061, 4.655)  0.2026
C (2.450, 1.830, 3.575)  -0.4822
F (1.700, 0.691, 3.826)  0.0818
F (1.550, 2.868, 3.451)  0.1069
C (3.262, 1.656, 2.255)  -0.4631
O (4.461, 1.798, 2.321)  0.2350
O (2.583, 1.344, 1.169)  -0.1647

As for the net charge: +2. The value obtained for the relative energy (zero: lowest compared OMol25 entry of this formula, charge and spin) is 35.81 kcal/mol. The calculation puts the molar mass at 460.80 g/mol. As for the energy: -1482.75738 a.u. The value obtained for the HOMO energy (alpha / beta) is -0.5957 / -0.6001 hartree. Its HOMO-LUMO gap (alpha / beta) is 4.27 / 5.78 eV. The LUMO energy (alpha / beta) is -11.94 / -10.55 eV.

---

# 4
Entry from the Open Molecules 2025 dataset: C10H27N2O4V as an isolated structure at a distorted geometry (ωB97M-V/def2-TZVPD).

Last column: Löwdin spin population.
Cartesian coordinates (Å):
O (-2.587, -0.284, -1.185)  -0.1556
V (-1.155, -0.389, -0.588)  1.0886
C (-0.623, 2.399, -2.895)  0.0019
C (-0.429, 2.705, -1.420)  0.0023
O (-0.579, 1.580, -0.616)  0.0349
H (-1.471, 1.754, -3.116)  0.0000
H (0.235, 1.802, -3.239)  0.0000
H (-0.610, 3.314, -3.487)  0.0002
H (-1.147, 3.509, -1.193)  0.0011
H (0.535, 3.191, -1.222)  -0.0011
C (2.952, -1.728, -1.561)  0.0000
C (1.589, -1.035, -1.556)  0.0004
C (0.711, -1.482, -2.723)  0.0005
O (-0.511, -0.744, -2.659)  0.0152
C (-1.269, -0.779, -3.865)  0.0001
N (0.948, -1.073, -0.201)  0.0012
H (2.778, -2.801, -1.673)  0.0000
H (3.583, -1.463, -0.717)  0.0000
H (3.486, -1.444, -2.469)  0.0000
H (1.748, 0.041, -1.682)  0.0000
H (0.482, -2.551, -2.689)  0.0002
H (1.269, -1.184, -3.611)  -0.0001
H (-2.315, -0.529, -3.699)  -0.0002
H (-1.301, -1.802, -4.246)  0.0001
H (-0.868, -0.068, -4.586)  0.0004
H (1.103, -2.020, 0.163)  0.0003
H (1.619, -0.585, 0.393)  0.0002
C (-1.451, 1.688, 2.820)  0.0002
C (-0.817, 0.415, 2.317)  0.0017
C (-0.327, -0.500, 3.440)  0.0001
O (0.660, 0.177, 4.163)  0.0000
C (1.359, -0.666, 5.061)  0.0000
N (-1.826, -0.317, 1.474)  0.0051
H (-1.633, 2.389, 2.004)  0.0000
H (-0.769, 2.203, 3.498)  0.0002
H (-2.366, 1.497, 3.385)  0.0000
H (0.074, 0.587, 1.714)  0.0000
H (0.193, -1.343, 2.951)  0.0000
H (-1.156, -0.855, 4.068)  0.0000
H (1.886, -1.434, 4.487)  0.0000
H (0.731, -1.071, 5.857)  0.0000
H (2.112, -0.067, 5.570)  0.0000
H (-2.753, 0.109, 1.515)  0.0012
H (-2.087, -1.145, 2.019)  0.0012

As for the net charge: +1. The value obtained for the relative energy (zero: lowest compared OMol25 entry of this formula, charge and spin) is 0.73 kcal/mol. The calculation puts the molar mass at 290.28 g/mol. As for the energy: -1751.46287 a.u. The value obtained for the HOMO energy (alpha / beta) is -0.4361 / -0.4399 hartree. The spin multiplicity is 2. Its HOMO-LUMO gap (alpha / beta) is 8.04 / 8.44 eV. The LUMO energy (alpha / beta) is -3.83 / -3.53 eV.